Arrangement w

42
Properties=species:S:1:pos:R:3 method="wB97M-V/def2-TZVPD" homo_ev="-12.3 / -12.3" spin_multiplicity=2 gap_ev="8.75 / 2.44" charge=+1
C 5.6824 -16.8111 10.4156
O 6.8698 -17.5950 10.5192
H 5.7904 -16.2378 11.3364
H 5.6143 -16.1232 9.5729
H 4.8205 -17.4758 10.3561
H 6.7800 -18.4060 10.0134
C 6.5579 -16.6251 5.6512
C 7.1806 -17.3797 6.8036
O 8.5588 -17.2281 6.7056
H 6.7676 -15.5556 5.6374
H 5.4688 -16.6685 5.6648
H 6.9094 -17.0711 4.7208
H 7.1422 -18.4565 6.6386
H 6.7711 -16.9754 7.7293
H 8.8008 -16.3900 7.1064
C 5.7112 -20.8253 11.0524
C 6.7381 -20.9228 9.9309
O 6.5183 -19.9393 8.9757
H 5.8109 -19.8177 11.4562
H 5.9011 -21.5703 11.8250
H 4.6453 -20.9549 10.8651
H 6.6824 -21.9105 9.4733
H 7.7467 -20.8202 10.3312
H 7.2078 -19.8482 8.3139
C 10.5885 -19.2724 10.1241
C 11.6388 -18.9000 9.0874
O 12.6809 -19.3004 9.8140
H 10.7656 -18.7302 11.0529
H 10.5009 -20.3153 10.4286
H 9.5316 -19.1811 9.8737
H 11.6103 -17.8190 8.9499
H 11.4285 -19.4330 8.1601
H 12.8664 -20.2228 9.6229
C 5.6753 -13.1212 7.0675
C 6.5559 -13.3715 8.3256
O 7.6648 -12.4862 8.2461
H 4.9678 -13.9499 7.0373
H 6.2992 -13.1646 6.1749
H 5.0474 -12.2304 7.0889
H 6.9921 -14.3672 8.2461
H 5.9297 -13.3789 9.2177
H 7.2606 -11.6543 8.5030

=====

Arrangement x

42
Properties=species:S:1:pos:R:3 method="wB97M-V/def2-TZVPD" homo_ev="-12.8 / -12.4" spin_multiplicity=2 gap_ev="10.26 / 2.14" charge=+1
C -1.9961 -19.3975 -19.6397
O -2.2349 -18.7939 -18.4134
H -0.9237 -19.4208 -19.8333
H -2.2665 -20.4534 -19.6412
H -2.7307 -19.0074 -20.3441
H -2.2512 -17.8474 -18.5734
C -1.3777 -16.1324 -20.2825
C -0.6255 -14.8388 -20.6845
O -1.2756 -14.2615 -21.7999
H -2.4498 -15.9522 -20.3621
H -1.2383 -16.3444 -19.2225
H -1.1138 -17.0461 -20.8152
H 0.4180 -15.0541 -20.9140
H -0.7797 -14.1680 -19.8393
H -1.8258 -13.5326 -21.5041
C 1.0726 -20.7553 -16.1573
C 0.9580 -20.3109 -17.6248
O 2.2773 -19.9217 -18.1448
H 0.0843 -20.6577 -15.7079
H 1.7583 -20.0988 -15.6217
H 1.3808 -21.8005 -16.1304
H 0.1701 -19.5732 -17.7768
H 0.6538 -21.1714 -18.2208
H 2.5950 -20.5403 -18.8066
C -0.5019 -19.0666 -23.0723
C -0.7936 -17.7548 -23.6504
O 0.4082 -17.0759 -23.8561
H -1.3982 -19.5211 -22.6501
H 0.1036 -18.8755 -22.1863
H 0.0617 -19.7500 -23.7074
H -1.4007 -17.1684 -22.9607
H -1.3222 -17.8170 -24.6016
H 0.1638 -16.1489 -23.8046
C -1.4103 -23.6557 -17.3773
C -1.4989 -23.7228 -18.9287
O -0.6656 -24.7547 -19.3854
H -2.3734 -23.8298 -16.8976
H -0.9076 -22.7651 -17.0002
H -0.8163 -24.5042 -17.0375
H -1.2205 -22.6959 -19.1654
H -2.5594 -23.8503 -19.1457
H -0.7171 -24.7873 -20.3435

=====

arrangement w has the most favorable energy; the next structure is 3.8 kcal/mol above.

=====

Arrangement w

63
Properties=species:S:1:pos:R:3 method="wB97M-V/def2-TZVPD" homo_ev=-8.0 gap_ev=7.34
Sn 5.9756 10.2956 15.7519
C 3.5755 13.5273 14.8896
C 4.0814 13.0787 16.2788
N 5.5342 12.7470 16.3869
C 6.0016 12.9743 17.7945
C 5.2197 12.1509 18.8576
C 6.4710 13.4213 15.5007
C 6.5464 12.8723 14.0975
N 6.5883 11.3985 13.9515
C 6.5116 10.8020 12.6917
C 5.9816 9.5344 12.3700
F 5.8535 8.6791 13.4501
C 5.3272 9.2555 11.1942
F 4.5500 8.1610 11.0006
C 5.5536 10.0951 10.0977
C 6.3696 11.2448 10.2600
F 6.4190 12.1432 9.2165
C 6.8848 11.5153 11.5290
F 7.6346 12.6259 11.5982
H 2.4860 13.5393 15.0126
H 3.8657 12.8238 14.0926
H 3.9157 14.5408 14.6581
H 3.4904 12.1477 16.6121
H 3.8861 13.9097 16.9253
H 5.8550 14.0369 18.0181
H 7.0944 12.6878 17.8498
H 5.7545 11.3113 19.2101
H 4.2368 11.8294 18.4554
H 5.1718 12.8808 19.7639
H 7.4225 13.2167 16.0223
H 6.3275 14.5091 15.4715
H 7.3203 13.3661 13.5556
H 5.6947 13.2625 13.4868
H 5.2014 9.8010 9.1024
S 9.1450 11.5121 18.7478
C 8.9550 10.2085 17.7027
S 8.6624 10.1974 15.9707
S 9.3576 8.6876 18.6021
C 10.5392 2.9947 18.6553
C 10.1435 4.0697 19.6403
C 9.0072 3.6812 20.6209
O 9.8410 5.3202 19.0374
P 8.5464 5.6025 18.1684
S 8.0556 4.1835 16.9418
S 9.1918 7.1907 17.1152
O 7.5676 6.1504 19.2416
C 5.9925 6.1909 18.9562
C 5.4726 7.1869 19.9966
C 5.4876 4.7868 19.1823
H 11.0626 2.1464 19.2275
H 11.2082 3.3297 17.8681
H 9.5954 2.6229 18.1896
H 11.0762 4.4086 20.2107
H 8.1698 3.3070 20.0042
H 8.5929 4.5329 21.1692
H 9.4500 3.0013 21.2992
H 5.8443 6.5206 17.9312
H 5.9232 7.3760 20.9478
H 4.4011 7.1317 20.0515
H 5.6857 8.1387 19.5351
H 5.8067 4.4753 20.1790
H 5.7986 4.1559 18.3772
H 4.3694 4.8318 19.2819

=====

Arrangement x

63
Properties=species:S:1:pos:R:3 method="wB97M-V/def2-TZVPD" homo_ev=-7.8 gap_ev=7.04
Sn 0.4261 -0.4731 1.1997
C -0.8712 -4.8897 1.3042
C -0.9113 -3.4061 1.3912
N 0.1563 -2.7631 2.1595
C -0.2524 -2.5586 3.5763
C -0.5027 -3.8440 4.4430
C 1.4939 -3.2750 1.9546
C 2.5805 -2.2870 2.3906
N 2.3672 -0.9192 1.9909
C 3.4644 -0.0933 1.8624
C 3.2751 1.1729 1.2753
F 1.9868 1.5148 0.9580
C 4.3003 2.0272 0.9097
F 4.0664 3.2371 0.3943
C 5.6578 1.6491 1.1294
C 5.8419 0.3761 1.6666
F 7.1198 -0.1282 1.7895
C 4.8071 -0.3446 2.2006
F 5.0267 -1.4165 3.0738
H -1.7891 -5.2387 0.7929
H -0.7951 -5.3769 2.3345
H 0.0365 -5.0951 0.6692
H -1.8596 -3.1103 1.8564
H -0.9043 -2.9935 0.3681
H -1.1933 -1.9383 3.5204
H 0.5208 -1.9037 4.0059
H -1.4629 -4.3391 4.1837
H -0.5659 -3.5000 5.5182
H 0.3015 -4.6172 4.4042
H 1.6620 -3.5454 0.9357
H 1.6215 -4.2887 2.5044
H 3.5131 -2.6679 1.9896
H 2.7309 -2.3806 3.5029
H 6.4452 2.3528 0.9441
S 0.4137 -1.4737 -3.9433
C -0.0262 -1.4414 -2.3563
S 1.1934 -1.1986 -1.2630
S -1.7137 -1.7572 -2.0985
C -4.4928 4.0259 -2.7870
C -4.2692 3.6300 -1.2976
C -3.1724 4.4170 -0.6308
O -3.8874 2.1685 -1.0947
P -3.1193 1.2924 -2.1755
S -4.0056 0.6828 -3.7275
S -2.4125 -0.1600 -0.8610
O -1.8448 2.3176 -2.3705
C -0.6737 1.9251 -3.1735
C 0.3366 2.9801 -2.8008
C -1.0513 1.7619 -4.6372
H -4.7575 5.0872 -2.7703
H -5.2723 3.4849 -3.3127
H -3.6455 3.8656 -3.4312
H -5.1808 3.6664 -0.7073
H -2.2979 4.4620 -1.2947
H -2.8468 3.9749 0.2767
H -3.4713 5.4518 -0.4056
H -0.2929 0.9246 -2.8615
H -0.1462 3.9741 -2.5643
H 0.9876 3.1535 -3.6943
H 0.8996 2.6484 -1.9173
H -1.9014 2.3952 -4.9989
H -1.3848 0.7975 -4.9474
H -0.2580 2.0077 -5.3537

=====

arrangement x has the most favorable energy; the next structure is 24.8 kcal/mol above.

=====

Arrangement w

8
Properties=species:S:1:pos:R:3 method="wB97M-V/def2-TZVPD" homo_ev=-10.6 gap_ev=10.94
C -0.0320 -0.1314 0.3067
N 1.1149 -0.2187 0.8589
O 1.7803 -1.2614 0.3260
C 3.0726 -1.0707 -0.0377
O 3.7531 -1.9816 -0.3924
Br 3.6008 0.7158 0.0794
H -0.8879 0.5181 0.5843
H -0.3148 -1.0087 -0.3426

=====

Arrangement x

8
Properties=species:S:1:pos:R:3 method="wB97M-V/def2-TZVPD" homo_ev=-10.8 gap_ev=9.64
C 1.4251 1.1667 0.3270
C 1.7397 0.0100 0.3788
N 1.9982 -1.3423 0.1942
O 1.0148 -2.0509 0.1172
O 3.1464 -1.6840 0.0703
H 1.1971 2.1935 0.3255
Br -1.3608 -1.1075 -2.1053
H -0.7603 -1.7864 -1.0228

=====

Arrangement y

8
Properties=species:S:1:pos:R:3 method="wB97M-V/def2-TZVPD" homo_ev=-10.3 gap_ev=10.77
C -0.8307 -0.9559 0.3877
C 0.1688 -0.1799 0.6192
N 0.5086 1.0491 -0.7694
O -0.2950 1.0561 -1.6111
O 1.5073 1.6275 -0.6989
Br 1.4743 0.2262 1.8945
H -1.2203 -1.7869 0.8242
H -1.3130 -1.0361 -0.6462

=====

arrangement w has the most favorable energy; the next structure is 64.9 kcal/mol above.

=====

Arrangement w

19
Properties=species:S:1:pos:R:3 method="wB97M-V/def2-TZVPD" homo_ev="-7.1 / -8.4" gap_ev="7.15 / 8.19"
C 0.6815 1.9844 1.2663
C 0.1731 -1.8837 0.8836
C 0.5116 -1.9171 -1.4773
C -0.7549 2.3217 1.5343
N 0.5288 -1.1640 -0.2714
P -1.3210 0.6090 -0.8275
S -1.8972 0.9192 1.0748
H 1.3849 2.4724 2.0633
H 0.7993 0.8905 1.2860
H 0.9886 2.3813 0.2078
H -0.6304 -1.2422 1.2561
H -0.1700 -2.9986 0.8461
H 1.0664 -1.8526 1.4714
H 0.0011 -2.8554 -1.2604
H 0.1502 -1.4377 -2.3237
H 1.5877 -2.3212 -1.6934
H -1.0654 3.2101 0.9453
H -0.8158 2.4061 2.6144
H -2.0917 -0.6035 -1.0874

=====

Arrangement x

19
Properties=species:S:1:pos:R:3 method="wB97M-V/def2-TZVPD" homo_ev=-8.4 gap_ev=9.42
H -1.8382 -0.8240 1.5018
N -1.7350 -1.3110 0.6099
C -2.6376 -1.0782 -0.2325
C -3.8377 -0.2007 -0.0901
H -2.5406 -1.5899 -1.1888
H -3.8742 0.5045 -0.9205
H -4.7407 -0.8127 -0.1385
H -3.8241 0.3476 0.8515
C 3.0497 0.7321 1.2409
P 1.4680 0.5735 0.2827
C 2.1405 1.0432 -1.3817
S 1.4237 -1.5203 0.0425
H 3.1784 1.7770 1.5269
H 2.9886 0.1253 2.1400
H 3.8993 0.4137 0.6399
H 2.9806 0.4040 -1.6539
H 1.3461 0.9325 -2.1189
H 2.4504 2.0885 -1.3561
H 0.1029 -1.6049 0.2449

=====

arrangement x has the most favorable energy; the next structure is 79.8 kcal/mol above.

=====

Arrangement w

8
Properties=species:S:1:pos:R:3 method="wB97M-V/def2-TZVPD" homo_ev="-8.7 / -8.7" gap_ev="8.58 / 8.58"
C -0.8394 0.2966 0.6911
C 0.3594 -0.5813 0.5948
C -0.2452 0.0580 -0.5575
O -0.7956 -1.0957 1.2295
O 0.0723 0.5576 -1.6376
O 1.2730 0.1946 -2.0422
H -1.2348 1.1827 1.0473
H 1.4104 -0.6125 0.6746

=====

Arrangement x

8
Properties=species:S:1:pos:R:3 method="wB97M-V/def2-TZVPD" homo_ev=-10.6 gap_ev=10.87
C 0.9429 0.3083 -0.7919
C -0.2656 0.1107 0.1791
C -1.2981 -1.2112 1.1966
O 2.0556 0.0510 -0.5010
O -0.2096 -0.4476 1.4234
O -1.3640 -0.7054 -0.1039
H 0.5753 0.6903 -1.6935
H -0.4364 1.2039 0.2913

=====

Arrangement y

8
Properties=species:S:1:pos:R:3 method="wB97M-V/def2-TZVPD" homo_ev=-10.0 gap_ev=8.34
O -2.2065 0.5929 0.6578
C -1.0447 0.2982 0.7421
C -0.1867 0.2004 -0.5249
O -0.5595 0.6013 -1.5989
C 1.1829 -0.4388 -0.3698
O 1.6481 -0.6759 0.7177
H -0.5310 0.0895 1.6960
H 1.6975 -0.6676 -1.3200

=====

Arrangement z

8
Properties=species:S:1:pos:R:3 method="wB97M-V/def2-TZVPD" homo_ev=-9.7 gap_ev=10.28
C -1.8774 -0.8197 -0.2335
C 1.1969 0.5073 0.4598
C 1.5638 1.0112 -0.9138
O -2.0634 -1.6930 -0.9826
O -1.7998 0.0164 0.5252
O 0.5720 0.3098 -0.8583
H 1.7472 -0.4244 0.8932
H 0.6606 1.0924 1.1100

=====

arrangement y has the most favorable energy; the next structure is 32.6 kcal/mol above.

=====

Arrangement w

57
Properties=species:S:1:pos:R:3 method="wB97M-V/def2-TZVPD" homo_ev=-8.8 gap_ev=7.82
Al -0.0864 0.0610 0.1616
N 2.2627 2.1065 3.9577
C 1.1696 1.3869 3.1923
C 0.2729 0.6373 4.1592
P 2.1913 0.2701 2.1058
O 2.9500 1.3236 1.1592
O 3.1880 -0.2993 3.0362
O 1.2596 -0.5833 1.2656
P 0.1577 2.5117 2.1351
O 1.2602 3.6904 1.8821
O -1.0328 3.0588 2.7895
O 0.0031 1.7565 0.8139
H 3.0423 1.4017 3.9793
H 1.9737 2.3644 4.8975
H 2.5524 2.9367 3.4328
H 0.8575 0.0099 4.8350
H -0.3978 -0.0185 3.6084
H -0.3442 1.3394 4.7232
H 2.4448 1.5076 0.3503
H 0.7803 4.5324 1.8371
O 1.3462 0.4408 -1.1355
C 1.6361 -0.1706 -2.1772
C 0.9913 -1.3347 -2.6665
C 1.3218 -1.8430 -3.9291
C 0.7020 -2.9703 -4.3917
C -0.2338 -3.6596 -3.5922
C -0.5656 -3.1879 -2.3568
C 0.0094 -1.9900 -1.8548
O -0.3426 -1.5263 -0.7191
N 1.0022 -3.4556 -5.7294
O 0.4541 -4.4795 -6.0955
O 1.7921 -2.8174 -6.4042
H 2.4734 0.2169 -2.7720
H 2.0533 -1.3458 -4.5534
H -0.6739 -4.5649 -3.9850
H -1.2868 -3.6957 -1.7302
F -1.3142 -1.9686 3.1437
B -2.1728 -1.6071 2.1587
F -1.3663 -0.4592 1.3312
F -2.4017 -2.5641 1.1989
F -3.2912 -0.9491 2.5618
N -3.0921 -0.8253 -0.9942
C -2.6833 0.3710 -1.4147
N -1.4852 0.8913 -1.2319
C -1.3564 2.0997 -1.9314
C -0.2368 2.9294 -1.9847
C -0.2682 4.0702 -2.7677
C -1.4066 4.4240 -3.4840
C -2.5424 3.6379 -3.4164
C -2.5001 2.4894 -2.6443
S -3.7694 1.3209 -2.4065
H -2.4660 -1.4023 -0.4496
H -4.0655 -1.0682 -1.0075
H 0.6339 2.6826 -1.4045
H 0.6098 4.7002 -2.8280
H -1.4106 5.3214 -4.0880
H -3.4405 3.9080 -3.9559

=====

Arrangement x

57
Properties=species:S:1:pos:R:3 method="wB97M-V/def2-TZVPD" homo_ev=-8.3 gap_ev=7.86
Al 0.4483 0.3463 -1.1093
N 0.0473 -4.3090 1.1211
C 0.2259 -2.8272 1.4074
C 0.4351 -2.6346 2.9019
P -1.4010 -2.1612 0.8147
O -2.2862 -3.0330 1.8810
O -1.6127 -0.7007 1.3612
O -1.7635 -2.5638 -0.5400
P 1.7435 -2.1322 0.3841
O 1.9067 -3.6210 -0.4103
O 1.1024 0.6066 2.1354
O 0.9983 -1.3002 -0.7171
H -0.9436 -4.5515 1.2158
H 0.6067 -4.8718 1.7578
H 0.3937 -4.4636 0.1585
H -0.4155 -3.0047 3.4752
H 0.5594 -1.5780 3.1135
H 1.3484 -3.1459 3.2197
H -3.2222 -2.9831 1.6300
H 2.5328 -3.5556 -1.1419
O -0.3720 0.9979 0.2900
C -1.6399 0.6197 0.6378
C -2.6295 0.5615 -0.4976
C -3.9459 0.9012 -0.2692
C -4.8733 0.8215 -1.2977
C -4.4856 0.3838 -2.5643
C -3.1768 0.0473 -2.8000
C -2.2106 0.1329 -1.7814
O -0.9663 -0.1754 -2.0318
N -6.2416 1.2183 -1.0602
O -6.5454 1.6024 0.0599
O -7.0320 1.1476 -1.9881
H -2.0005 1.2806 1.4292
H -4.2711 1.2331 0.7084
H -5.2278 0.3186 -3.3461
H -2.8445 -0.2747 -3.7773
F -0.4287 3.6265 -2.5355
B 0.6639 3.0382 -3.0736
F 0.7253 1.5951 -2.3423
F 0.5871 2.7111 -4.3926
F 1.8702 3.5921 -2.7154
N 3.3545 0.7567 -2.6862
C 3.3248 1.2827 -1.4412
N 2.4431 0.9954 -0.5109
C 2.8722 1.4864 0.7370
C 2.2805 1.2680 1.9901
C 2.9273 1.7235 3.1273
C 4.1251 2.4214 3.0546
C 4.7146 2.6767 1.8323
C 4.0792 2.1983 0.6981
S 4.6707 2.2630 -0.9374
H 2.5160 0.3020 -3.0052
H 3.8268 1.2968 -3.3941
H 0.4877 0.9313 1.4291
H 2.4645 1.5251 4.0850
H 4.6035 2.7668 3.9609
H 5.6510 3.2109 1.7499

=====

arrangement w has the most favorable energy; the next structure is 88.6 kcal/mol above.

=====

Arrangement w

6
Properties=species:S:1:pos:R:3 method="wB97M-V/def2-TZVPD" homo_ev="-20.6 / -21.2" gap_ev="7.45 / 7.72" charge=+2
H 1.6819 1.0150 -1.0969
O 0.5190 1.0236 -1.1604
C 1.0625 0.5828 -0.0517
O 0.7419 -0.4162 0.4715
Li -0.8187 2.4263 -1.3597
Zn -1.2517 0.2425 -0.1140

=====

Arrangement x

6
Properties=species:S:1:pos:R:3 method="wB97M-V/def2-TZVPD" homo_ev=-20.4 gap_ev=7.01 charge=+2
O -3.1330 0.1867 -0.2269
C -2.0534 0.7019 -0.3987
H -1.5542 1.5394 0.3299
O -0.8228 0.0791 0.0291
Li -2.0869 -1.5119 0.5019
Zn 0.9080 0.1177 -0.2450

=====

arrangement x has the most favorable energy; the next structure is 44.2 kcal/mol above.

=====

Arrangement w

9
Properties=species:S:1:pos:R:3 method="wB97M-V/def2-TZVPD" homo_ev="-14.7 / -14.7" gap_ev="7.39 / 7.38" charge=+1
C 0.9733 -0.1961 -3.0938
C 0.4974 0.0646 -0.1559
C -0.9276 0.2112 1.8113
N 1.0531 0.4861 -1.0809
N -0.0547 -0.4064 1.0419
O 0.8050 0.3127 -4.0954
H -1.2016 -0.2073 2.8181
H -1.6100 1.0520 1.4627
H 0.4651 -1.3169 1.2921

=====

Arrangement x

9
Properties=species:S:1:pos:R:3 method="wB97M-V/def2-TZVPD" homo_ev="-13.8 / -13.8" gap_ev="7.25 / 7.25" charge=+1
C -0.4921 0.6551 0.8888
C 0.5490 -0.2434 0.8657
C 0.4083 -1.0696 -1.3139
N -1.1110 0.8755 -0.2385
N -1.5784 0.9922 -1.2734
O 0.8581 -0.6321 -0.2946
H -0.6159 1.2372 1.7936
H 0.9756 -0.6959 1.6833
H 1.0064 -1.1189 -2.1110

=====

Arrangement y

9
Properties=species:S:1:pos:R:3 method="wB97M-V/def2-TZVPD" homo_ev=-14.9 gap_ev=9.23 charge=+1
N -1.9130 0.1619 0.9267
C -0.8961 -0.0077 0.1867
C 0.2625 -0.3134 -0.4960
N 1.3032 0.3638 -0.7721
C 2.5030 0.1180 -0.6003
O 3.6279 0.0782 -0.4151
H -2.3152 -0.5246 1.5767
H -2.4868 1.1155 0.9363
H -0.0855 -0.9916 -1.3429

=====

arrangement y has the most favorable energy; the next structure is 21.2 kcal/mol above.